{
  "formula": "C4H12",
  "method": "ωB97M-V/def2-TZVPD",
  "lumo_energy_ev": 1.208,
  "smiles": "CC.CC",
  "energy_ha": -159.57320,
  "largest_force_ha_per_bohr": 0.03567,
  "relative_energy_ev": 0.320,
  "spin_multiplicity": 1,
  "symbols": ["C", "C", "H", "H", "H", "H", "H", "H", "C", "C", "H", "H", "H", "H", "H", "H"],
  "positions_angstrom": [[1.369, 0.599, 1.707], [0.038, 1.285, 1.472], [2.196, 1.292, 1.828], [1.258, -0.010, 2.609], [1.584, -0.124, 0.934], [-0.791, 0.585, 1.371], [-0.039, 1.947, 0.600], [-0.241, 1.985, 2.265], [0.059, -1.206, -1.754], [-1.407, -0.749, -1.449], [0.136, -1.323, -2.799], [0.745, -0.416, -1.464], [0.264, -2.138, -1.239], [-1.386, 0.083, -0.744], [-1.978, -1.547, -0.997], [-1.807, -0.264, -2.338]],
  "forces_ev_per_a": [[-0.6, -0.3, 0.4], [-0.7, 1.0, -0.2], [0.1, 0.0, 0.0], [0.3, 0.2, 0.1], [0.2, 0.0, -0.5], [0.1, -0.2, 0.1], [0.5, -0.4, -0.2], [0.2, -0.3, 0.3], [-1.3, 0.7, 1.1], [1.4, 0.9, 0.2], [0.4, -0.5, -1.2], [0.2, -0.2, 0.1], [0.4, 0.0, 0.0], [0.0, -0.2, 0.3], [-0.5, -0.1, -0.4], [-0.6, -0.6, -0.1]],
  "mulliken_charge": [-0.72, -0.88, 0.27, 0.26, 0.21, 0.22, 0.29, 0.36, -0.78, -0.64, 0.34, 0.18, 0.25, 0.07, 0.26, 0.31]
}

***

{
  "formula": "C4H12",
  "method": "ωB97M-V/def2-TZVPD",
  "lumo_energy_ev": 1.100,
  "smiles": "CC.CC",
  "energy_ha": -159.53859,
  "largest_force_ha_per_bohr": 0.12686,
  "relative_energy_ev": 1.262,
  "spin_multiplicity": 1,
  "symbols": ["C", "C", "H", "H", "H", "H", "H", "H", "C", "C", "H", "H", "H", "H", "H", "H"],
  "positions_angstrom": [[0.454, -1.592, 1.139], [0.124, -1.786, 2.673], [0.423, -2.588, 0.624], [-0.412, -1.060, 0.802], [1.355, -0.980, 0.943], [-0.468, -0.944, 3.015], [-0.122, -2.842, 2.684], [0.973, -1.501, 3.355], [-1.004, 1.737, -1.500], [0.297, 1.588, -2.305], [-0.780, 1.424, -0.458], [-1.205, 2.777, -1.466], [-1.661, 1.215, -1.982], [0.334, 1.960, -3.347], [0.518, 0.506, -2.390], [1.175, 2.088, -1.787]],
  "forces_ev_per_a": [[-0.2, -0.3, 0.9], [2.6, 1.2, -0.7], [0.6, 1.0, 0.3], [-0.3, 0.4, -0.8], [-0.4, -0.6, -0.1], [-1.5, -0.8, -0.1], [-0.8, 0.3, 1.3], [0.0, -1.3, -0.8], [5.5, 2.5, 2.4], [1.7, -0.3, 0.3], [-0.5, -0.1, -0.7], [-0.8, 1.0, 0.1], [-4.5, -3.0, -2.2], [-0.6, 0.1, 0.5], [0.2, 0.5, 0.1], [-1.0, -0.7, -0.5]],
  "mulliken_charge": [-0.66, -0.84, 0.30, 0.17, 0.24, 0.29, 0.26, 0.23, -0.80, -0.84, 0.18, 0.32, 0.33, 0.32, 0.24, 0.25]
}

***

{
  "formula": "C4H12",
  "method": "ωB97M-V/def2-TZVPD",
  "lumo_energy_ev": 1.167,
  "smiles": "CC.CC",
  "energy_ha": -159.56362,
  "largest_force_ha_per_bohr": 0.06491,
  "relative_energy_ev": 0.581,
  "spin_multiplicity": 1,
  "symbols": ["C", "C", "H", "H", "H", "H", "H", "H", "C", "C", "H", "H", "H", "H", "H", "H"],
  "positions_angstrom": [[1.205, 1.232, -1.434], [1.307, 1.290, 0.124], [0.563, 0.379, -1.704], [0.867, 2.184, -1.859], [2.208, 1.043, -1.836], [1.944, 0.506, 0.571], [0.259, 1.064, 0.503], [1.585, 2.323, 0.426], [-1.604, -1.313, -0.046], [-0.899, -1.220, 1.343], [-2.156, -0.301, -0.150], [-0.863, -1.330, -0.803], [-2.370, -2.142, -0.059], [-1.417, -0.551, 2.056], [0.110, -0.910, 1.251], [-0.784, -2.204, 1.685]],
  "forces_ev_per_a": [[0.9, -0.5, 0.9], [-1.8, 0.2, -0.3], [0.1, 0.5, -0.2], [-0.2, -0.4, 0.1], [-0.2, 0.0, -0.2], [0.0, 0.6, -0.4], [1.3, 0.6, -0.1], [0.0, -0.9, 0.2], [-1.9, 2.0, 1.9], [-1.1, 0.4, -0.8], [0.6, -1.7, -0.3], [0.4, -0.5, -1.0], [1.0, 0.9, -0.3], [0.2, -0.6, -0.3], [0.9, 0.8, -0.2], [-0.2, -1.4, 1.1]],
  "mulliken_charge": [-0.69, -0.62, 0.16, 0.27, 0.26, 0.26, 0.05, 0.32, -0.65, -0.81, 0.21, 0.18, 0.30, 0.24, 0.15, 0.38]
}

***

{
  "formula": "C4H12",
  "method": "ωB97M-V/def2-TZVPD",
  "lumo_energy_ev": 1.193,
  "smiles": "CC.CC",
  "energy_ha": -159.53429,
  "largest_force_ha_per_bohr": 0.08192,
  "relative_energy_ev": 1.379,
  "spin_multiplicity": 1,
  "symbols": ["C", "C", "H", "H", "H", "H", "H", "H", "C", "C", "H", "H", "H", "H", "H", "H"],
  "positions_angstrom": [[-0.570, 0.664, -1.665], [0.031, -0.748, -1.691], [-1.621, 0.640, -1.354], [-0.198, 1.380, -0.986], [-0.467, 0.909, -2.813], [1.140, -0.687, -1.376], [-0.051, -1.211, -2.644], [-0.381, -1.440, -0.859], [0.789, 0.544, 1.561], [-0.256, -0.508, 1.810], [1.692, 0.337, 2.087], [0.892, 0.780, 0.481], [0.527, 1.529, 1.793], [0.169, -1.288, 1.198], [-0.516, -0.654, 2.852], [-1.155, -0.003, 1.529]],
  "forces_ev_per_a": [[-1.1, -1.3, -3.2], [1.6, -0.4, 3.9], [-0.1, -0.2, -0.7], [1.2, 0.7, 0.3], [-0.5, 0.7, 2.5], [-1.4, -0.1, -0.9], [-0.1, -0.4, -0.6], [0.3, 1.0, -1.6], [0.3, 0.7, -0.9], [0.3, 1.6, 0.1], [1.1, -0.2, -0.1], [0.7, -1.2, 0.4], [-0.8, 1.6, 1.5], [-1.2, -1.1, 0.3], [0.9, -0.8, 0.3], [-1.0, -0.6, -1.3]],
  "mulliken_charge": [-0.78, -0.73, 0.21, 0.35, 0.23, 0.24, 0.38, 0.13, -0.89, -0.69, 0.34, 0.08, 0.39, 0.17, 0.35, 0.21]
}

***

{
  "formula": "C4H12",
  "method": "ωB97M-V/def2-TZVPD",
  "lumo_energy_ev": 1.113,
  "smiles": "CC.CC",
  "energy_ha": -159.57863,
  "largest_force_ha_per_bohr": 0.02659,
  "relative_energy_ev": 0.173,
  "spin_multiplicity": 1,
  "symbols": ["C", "C", "H", "H", "H", "H", "H", "H", "C", "C", "H", "H", "H", "H", "H", "H"],
  "positions_angstrom": [[-1.815, 0.838, -0.075], [-2.738, 1.422, 0.994], [-1.130, 1.616, -0.420], [-1.305, -0.068, 0.272], [-2.358, 0.547, -0.980], [-2.121, 1.851, 1.773], [-3.314, 0.603, 1.441], [-3.485, 2.072, 0.530], [1.711, -1.648, -0.428], [2.847, -0.627, -0.502], [1.604, -2.204, -1.367], [1.798, -2.371, 0.388], [0.737, -1.159, -0.316], [2.853, -0.155, -1.480], [3.794, -1.114, -0.289], [2.677, 0.150, 0.241]],
  "forces_ev_per_a": [[-0.3, 0.1, -0.5], [-0.3, -1.3, -0.4], [0.4, -0.3, 0.2], [0.2, 0.4, 0.0], [-0.2, -0.1, 0.2], [-0.3, 0.5, 0.2], [0.1, 0.2, 0.1], [0.4, 0.4, 0.4], [-0.7, -0.1, -0.4], [-0.6, -0.3, 0.4], [0.3, -0.1, 0.2], [0.2, 0.2, -0.1], [0.2, 0.1, 0.1], [0.2, 0.0, -0.1], [0.2, 0.1, -0.2], [0.2, 0.1, 0.0]],
  "mulliken_charge": [-0.71, -0.87, 0.29, 0.12, 0.30, 0.28, 0.27, 0.28, -0.42, -0.80, 0.27, 0.29, -0.10, 0.26, 0.28, 0.25]
}

***

{
  "formula": "C4H12",
  "method": "ωB97M-V/def2-TZVPD",
  "lumo_energy_ev": 1.115,
  "smiles": "CC.CC",
  "energy_ha": -159.53366,
  "largest_force_ha_per_bohr": 0.07149,
  "relative_energy_ev": 1.396,
  "spin_multiplicity": 1,
  "symbols": ["C", "C", "H", "H", "H", "H", "H", "H", "C", "C", "H", "H", "H", "H", "H", "H"],
  "positions_angstrom": [[1.290, -1.248, 0.953], [0.521, -2.384, 1.485], [0.593, -0.479, 0.821], [2.129, -0.920, 1.575], [1.646, -1.512, -0.112], [0.695, -2.391, 2.575], [-0.550, -2.435, 1.222], [0.994, -3.355, 1.342], [-0.606, 1.174, -1.432], [-1.292, 2.524, -0.982], [-0.711, 1.146, -2.489], [0.609, 1.324, -1.416], [-1.096, 0.138, -0.975], [-1.620, 2.461, 0.083], [-2.079, 2.669, -1.639], [-0.521, 3.288, -1.009]],
  "forces_ev_per_a": [[1.4, -0.6, -2.7], [0.2, -1.9, 2.3], [-0.6, 1.7, -0.1], [-0.2, -0.2, -0.2], [-0.2, 0.7, 1.5], [-1.1, 0.4, 0.0], [0.6, 0.1, 0.2], [-0.1, -0.2, -0.9], [1.5, -0.5, 1.2], [2.1, -2.1, 2.1], [-0.5, -0.5, -1.0], [-2.9, -1.0, 0.9], [1.7, 2.8, -1.0], [0.0, 0.1, -0.9], [-1.6, 0.8, -0.9], [-0.3, 0.3, -0.3]],
  "mulliken_charge": [-0.56, -0.90, 0.08, 0.34, 0.20, 0.25, 0.29, 0.28, -0.71, -0.80, 0.40, 0.20, 0.14, 0.24, 0.28, 0.25]
}

***

{
  "formula": "C4H12",
  "method": "ωB97M-V/def2-TZVPD",
  "lumo_energy_ev": 1.102,
  "smiles": "CC.CC",
  "energy_ha": -159.56715,
  "largest_force_ha_per_bohr": 0.04148,
  "relative_energy_ev": 0.485,
  "spin_multiplicity": 1,
  "symbols": ["C", "C", "H", "H", "H", "H", "H", "H", "C", "C", "H", "H", "H", "H", "H", "H"],
  "positions_angstrom": [[1.553, 1.147, 0.947], [2.611, 2.006, 0.205], [1.602, 1.266, 2.015], [0.534, 1.297, 0.583], [1.563, 0.076, 0.668], [2.491, 1.910, -0.871], [3.554, 1.505, 0.425], [2.523, 2.993, 0.649], [-1.938, -1.007, -0.008], [-2.144, -2.067, -1.115], [-2.097, -1.403, 0.997], [-0.951, -0.547, 0.002], [-2.664, -0.255, -0.295], [-2.621, -1.589, -1.969], [-1.190, -2.483, -1.447], [-2.827, -2.847, -0.785]],
  "forces_ev_per_a": [[-0.7, -0.9, -1.6], [-0.7, -1.7, 1.0], [0.0, 0.0, 0.4], [-0.1, 1.0, 0.3], [0.9, 0.2, 0.4], [-0.2, 0.6, 0.0], [0.3, 0.6, 0.1], [0.5, 0.3, -0.6], [-0.2, -0.4, -0.6], [0.5, 0.3, 0.2], [-0.2, 0.1, -0.1], [0.0, 0.0, -0.3], [-0.1, 0.5, 0.8], [0.1, -0.1, -0.2], [-0.2, -0.3, 0.0], [0.2, -0.2, 0.0]],
  "mulliken_charge": [-0.88, -0.77, 0.34, 0.24, 0.28, 0.28, 0.23, 0.26, -0.45, -0.84, 0.30, -0.05, 0.25, 0.26, 0.27, 0.26]
}

***

{
  "formula": "C4H12",
  "method": "ωB97M-V/def2-TZVPD",
  "lumo_energy_ev": 1.138,
  "smiles": "CC.CC",
  "energy_ha": -159.57233,
  "largest_force_ha_per_bohr": 0.02949,
  "relative_energy_ev": 0.344,
  "spin_multiplicity": 1,
  "symbols": ["C", "C", "H", "H", "H", "H", "H", "H", "C", "C", "H", "H", "H", "H", "H", "H"],
  "positions_angstrom": [[0.651, -1.637, -1.543], [1.812, -0.650, -1.692], [1.007, -2.603, -1.911], [0.214, -1.842, -0.571], [-0.142, -1.241, -2.176], [1.561, 0.277, -1.159], [1.858, -0.356, -2.743], [2.829, -0.887, -1.404], [-1.187, 1.320, 2.374], [-1.274, 0.971, 0.879], [-0.332, 0.834, 2.838], [-0.959, 2.382, 2.419], [-2.140, 1.064, 2.811], [-1.951, 1.696, 0.411], [-1.714, 0.016, 0.585], [-0.320, 1.023, 0.358]],
  "forces_ev_per_a": [[0.8, -0.5, -0.5], [-0.7, 1.3, 0.2], [-0.4, -0.1, -0.2], [0.3, 0.4, 0.4], [-0.2, -0.4, 0.0], [0.1, -0.1, -0.1], [0.1, -0.1, 0.0], [-0.1, -0.7, 0.3], [0.6, -0.3, -1.3], [-0.4, 0.4, -0.5], [-0.3, -0.4, 0.3], [-0.3, 0.2, 0.3], [0.0, 0.1, 0.6], [0.2, 0.0, -0.1], [0.1, -0.3, 0.6], [0.1, 0.2, 0.1]],
  "mulliken_charge": [-0.78, -0.81, 0.29, 0.26, 0.25, 0.20, 0.26, 0.32, -0.81, -0.68, 0.29, 0.25, 0.28, 0.31, 0.30, 0.08]
}